An isolated molecule of C4H5N3. Source: the Open Molecules 2025 dataset; level of theory: the ωB97M-V functional and the def2-TZVPD basis.

## Properties
- orbital gap (eV) = 9.4
- E_HOMO (eV) = -8.8401
- DFT total energy (Eh) = -319.5614
- energy relative to the best compared isomer or geometry (same formula, charge and spin) (kcal/mol) = 94.6

XYZ file:
```
12
Properties=species:S:1:pos:R:3:forces:R:3
N 2.218834 -1.475825 -1.792070 -0.63 0.50 1.32
H -2.139129 0.972713 -0.042386 -0.07 -0.22 -0.01
N -0.224022 0.288367 -0.327984 -1.05 -0.64 -1.26
C 1.714887 -1.033319 -0.846170 0.80 0.37 -0.36
H 0.620447 -1.218205 0.949184 0.18 0.73 -0.15
N 0.986185 2.054453 1.350992 0.29 -1.33 -0.50
C 0.920992 -0.411553 0.252082 -0.43 1.29 0.29
H -1.946787 -0.776173 -0.455448 -0.74 -0.14 0.22
H -1.563584 -0.161271 1.189342 0.03 0.06 -0.25
C 0.992057 1.002904 0.825726 2.27 -0.40 1.26
H -0.024125 0.695423 -1.217928 -0.29 0.05 -0.38
C -1.555758 0.062490 0.114663 -0.36 -0.28 -0.18
```
Positions in Å, forces in eV/Å.

These are the natural (NBO) partial charges, in e, on atoms 1 to 4: -0.27, 0.22, -0.56, 0.26


A structure of composition C31H45F4N2Sb2SeSiV. Source: the Open Molecules 2025 dataset; level of theory: the ωB97M-V functional and the def2-TZVPD basis.

## Properties
- orbital gap (alpha / beta) (eV) = 4.8 / 4.8
- E_HOMO (alpha / beta) (eV) = -2.2589 / -2.2476
- DFT total energy (Eh) = -5832.5603
- energy relative to the best compared isomer or geometry (same formula, charge and spin) (kcal/mol) = 70.4
- 2S+1 = 2
- net charge = -1

XYZ file:
```
87
Properties=species:S:1:pos:R:3:forces:R:3
H 2.279438 -5.654000 -2.350576 0.00 0.01 -0.01
Se 1.056223 2.348296 2.626620 0.31 0.29 0.07
C -2.887990 -1.615345 1.493459 0.07 -0.04 0.05
H 2.407239 0.234742 5.298362 0.02 0.02 0.00
H 3.137777 -2.033098 1.943949 0.00 0.00 0.01
C -3.783891 -2.058883 -0.680750 0.06 0.03 -0.05
H -1.058221 2.205295 6.395257 -0.02 0.00 -0.01
C 3.084650 -2.589488 -1.169669 -0.04 0.00 -0.03
V 0.347829 1.684755 0.406686 -0.43 -0.01 0.50
Sb -0.321787 -1.726512 -2.567370 0.04 -0.05 -0.05
C -2.659514 0.163493 -0.283892 0.16 0.11 -0.05
H -4.290381 -2.725113 -1.377792 0.00 0.01 0.00
H 1.540461 -3.166042 -3.811945 0.02 -0.01 0.00
H -1.726138 0.544134 -0.774945 -0.07 -0.07 0.09
H 1.566411 0.997674 6.657561 0.00 -0.03 -0.01
H 2.526787 1.979579 5.534347 -0.02 0.01 0.02
H -2.868909 4.403880 -1.637931 0.05 0.01 -0.01
C -3.286639 -0.883348 -1.169149 0.00 -0.09 -0.02
C 2.638348 2.712439 -1.793785 -0.09 0.05 0.11
H 4.252828 -6.295362 -1.034369 0.00 0.00 0.00
F 0.643382 5.739138 0.169532 -0.04 0.10 0.06
H -5.204490 2.701613 -2.025670 0.01 0.01 0.00
H -1.793085 0.194899 1.768721 0.01 0.05 0.11
C -3.638252 -2.465808 0.662477 0.01 -0.01 0.02
C 1.186849 -3.315647 -2.785376 0.05 0.02 -0.04
H -0.632836 -2.839174 0.324634 0.01 0.01 0.04
N -0.655718 3.096682 -0.263118 -0.51 0.53 -0.39
C 3.287727 3.861137 -1.501637 0.02 0.03 0.00
C 1.318250 2.456634 -1.352839 -0.03 0.12 0.04
H -2.037556 3.583485 1.173765 -0.01 0.01 0.00
H 3.341606 -0.253099 2.045403 0.01 -0.01 0.00
C -1.778582 3.905417 0.163537 -0.02 0.09 -0.05
C 4.651181 -4.282636 -0.387248 0.00 0.00 -0.01
C -3.006440 3.773382 -0.754475 0.12 0.04 0.00
H -1.569649 -0.199561 4.150993 0.00 -0.01 -0.03
H -0.438551 3.535210 5.395930 -0.01 -0.01 0.03
C 2.630433 -1.077337 2.074553 -0.04 0.06 0.00
H -0.362393 -0.888862 5.251465 -0.04 -0.02 -0.02
H -2.308965 -2.196363 -4.343609 0.00 -0.01 0.03
H -4.037293 -3.404335 1.021114 0.00 0.00 0.00
C 0.429455 -0.651420 -4.290094 -0.05 -0.03 0.02
C -0.498918 -0.312180 4.331506 -0.06 -0.01 -0.04
H 3.457979 -0.509590 -0.809074 0.03 -0.01 -0.01
H -1.509818 4.960228 0.226710 -0.03 0.01 0.04
H 5.531012 -4.540374 0.189251 0.00 0.00 0.00
C -1.683357 -2.878316 -3.766254 -0.06 0.02 0.03
C -3.504302 1.465549 -0.149879 0.12 -0.10 0.03
H -1.798313 2.563619 4.824404 0.01 0.01 -0.01
C 1.853985 1.124092 5.609739 0.01 -0.01 0.00
F 0.557622 1.568011 -2.106773 0.15 0.03 -0.11
H -3.842285 2.996580 -3.134678 0.01 0.00 0.02
H -2.695753 -1.933176 2.517128 0.05 0.03 0.01
F 3.200261 6.034714 -0.578142 0.05 0.06 0.00
H 4.761871 -2.202467 0.095289 0.01 0.00 -0.01
C -0.852904 2.525781 5.369626 0.00 0.03 0.03
H 2.212369 -0.792773 -2.010562 0.01 0.04 0.01
H 0.227421 -2.905611 1.867699 0.00 -0.01 0.02
H -3.864877 4.191471 -0.192671 -0.03 0.07 -0.03
H -3.411275 -0.654002 -2.225084 -0.01 0.00 0.01
H 4.323738 4.006762 -1.769240 -0.01 0.02 0.02
H 1.041490 -3.507343 0.398925 0.00 -0.01 0.02
C -2.349955 -0.429653 1.069115 -0.07 0.02 -0.07
C 2.379699 -3.571249 -1.889292 -0.05 0.03 0.03
C -4.187186 2.369653 -2.308139 -0.06 -0.03 0.08
Sb 1.173287 -0.826574 0.520283 0.58 -1.03 -0.13
C 2.633722 -1.170379 -1.081849 -0.10 -0.09 0.01
C 1.284716 4.721236 -0.424730 -0.02 -0.09 0.05
C 4.217540 -2.969482 -0.444476 -0.01 0.00 0.03
H -4.266747 1.343840 -2.666362 -0.01 0.03 0.01
H 2.124607 -1.058146 3.038953 0.01 -0.01 0.01
H -0.094230 -0.893426 3.502036 0.00 -0.03 0.02
N -3.248504 2.430194 -1.212824 0.05 0.01 -0.08
Si 0.337495 1.352332 4.524381 -0.01 -0.04 -0.03
H -4.569460 1.199688 -0.092415 -0.02 0.01 0.00
H -1.114577 -3.511978 -4.448152 0.00 0.00 -0.04
C 2.567112 4.874557 -0.824558 0.04 -0.05 -0.03
F 3.240809 1.758300 -2.514474 0.07 -0.13 -0.08
C 3.942373 -5.258532 -1.071111 0.00 0.01 0.00
H -0.135621 0.269427 -4.430170 -0.01 -0.01 0.00
H 0.327740 -1.284314 -5.173504 0.03 0.02 0.00
C 0.347309 -2.765332 0.793516 -0.13 0.05 -0.05
H 0.588058 -4.229262 -2.805877 0.00 0.00 -0.03
H -3.242367 1.919561 0.811910 -0.04 -0.03 -0.02
C 2.829336 -4.891519 -1.809629 0.01 -0.01 0.02
C 0.576710 3.499546 -0.670786 -0.10 -0.07 -0.16
H 1.478708 -0.391029 -4.148702 0.00 0.01 0.02
H -2.326111 -3.488883 -3.133201 0.03 0.03 0.02
```
Positions in Å, forces in eV/Å.

These are the Löwdin partial charges, in e, on atoms 1 to 4: 0.11, 0.38, -0.20, 0.02


A cluster of 2 separate species, C41H42N3 in total. Source: the Open Molecules 2025 dataset; level of theory: the ωB97M-V functional and the def2-TZVPD basis.

## Properties
- orbital gap (eV) = 5.1
- E_HOMO (eV) = -9.7482
- DFT total energy (Eh) = -1751.4992
- energy relative to the best compared isomer or geometry (same formula, charge and spin) (kcal/mol) = 20.3
- net charge = +1

XYZ file:
```
86
Properties=species:S:1:pos:R:3:forces:R:3
H -5.925493 -3.652648 -2.538999 0.02 -0.04 0.42
C -6.516695 -7.792033 1.470858 0.30 -0.16 -0.33
C -1.133918 -1.522174 3.807386 0.23 -0.60 0.04
C -6.733002 -3.688248 0.674070 -0.20 0.38 0.34
C 6.810885 -5.524733 0.350774 -0.27 0.05 0.15
C -4.073958 -7.249040 0.217920 -0.31 0.09 0.84
H -8.110145 -3.005111 -2.014819 0.08 0.19 0.10
C 6.733544 -4.152885 0.076309 -0.15 -0.39 -0.33
C -1.999050 0.010300 6.197933 0.82 0.10 0.84
C -0.701866 1.387360 7.707331 -0.09 -0.27 0.48
C 1.719568 -5.148822 -0.139164 -0.51 -0.21 0.51
H -3.311016 -8.968993 1.284415 -0.37 0.12 -0.27
H -7.367653 -1.433414 -1.678086 -0.05 -0.15 0.05
C -3.471507 1.056251 4.562259 -0.24 0.11 -0.03
C -0.144655 -3.106707 -0.510011 0.00 -0.23 0.59
H 3.662383 -1.772357 -1.788266 -0.01 -0.15 -0.10
H -0.338281 0.541873 9.676205 -0.23 -0.02 -0.41
C -5.394121 -8.595513 1.737883 -0.20 0.15 -0.10
N 3.349817 -3.856751 -1.441386 -0.86 0.05 -0.41
C -2.022493 -1.025769 7.157427 -0.22 0.45 -0.22
C -1.933960 -3.118763 2.128901 -0.27 0.07 -0.47
N -2.718815 -0.111128 4.994899 -0.35 -0.71 -1.01
C -4.861425 -4.974747 -0.417198 1.10 0.05 -0.66
C -7.751118 -2.685207 0.094769 -0.12 0.04 0.33
H -0.316060 -1.042864 4.355635 -0.35 -0.33 -0.12
C -6.012053 -3.143406 -1.566287 0.29 0.86 -0.10
C -2.809282 -5.823627 -1.469058 0.42 -1.36 0.00
C -7.387503 -2.483382 -1.377383 0.11 -0.34 -0.47
H 3.861457 -6.516144 -1.052141 0.35 0.24 0.18
H -3.297183 -6.197337 -2.393969 0.32 0.27 0.25
H 5.608860 -2.568129 -0.850938 -0.07 -0.37 0.30
H -0.882552 -2.314754 -0.643194 0.25 -0.13 -0.06
H -2.359049 -4.993631 1.171910 0.13 0.33 -0.21
C 2.060102 -4.045840 -0.956197 0.53 0.24 0.13
H 7.690685 -5.942522 0.846308 -0.33 0.20 -0.12
C 4.636335 -5.842438 -0.677731 -0.04 0.38 0.14
H -4.209626 0.750115 3.816458 0.10 0.21 0.14
C 0.488984 -5.218413 0.500472 -0.35 0.19 -0.32
H 0.153370 -2.848151 2.708520 -0.34 0.21 -0.08
H 0.273800 -6.054900 1.172456 0.11 0.22 -0.32
H -1.790088 -5.515398 -1.729778 -0.16 -0.12 0.01
H 1.235908 -2.238982 -1.868663 -0.06 -0.21 0.25
C -5.137729 -6.322762 0.116740 0.21 -0.82 -0.11
H -2.527052 -1.965780 6.922727 0.07 0.32 0.06
H -5.483148 -9.448629 2.414025 0.06 0.34 -0.14
C -4.186159 -8.341031 1.082943 -0.56 0.00 0.10
C 3.585324 -2.725313 -2.332278 -0.04 0.14 -0.17
C -2.458900 -1.103314 4.048611 0.12 0.50 0.30
C 4.510337 -4.449803 -0.886121 1.06 -0.70 0.25
H -4.533621 -1.346045 3.497098 0.18 -0.22 -0.02
C 1.052770 -3.071993 -1.195509 0.03 0.02 0.04
H -7.266736 -4.520054 1.148230 0.41 0.24 -0.20
H -7.480954 -7.981809 1.944060 0.29 -0.17 -0.22
H -1.597654 -1.566617 9.205401 0.16 0.27 -0.37
H 2.425077 -5.957747 0.026576 -0.28 0.41 0.08
H 2.768765 -2.639317 -3.055187 0.24 -0.09 0.08
H -2.423387 -7.921139 -1.000471 -0.30 0.30 0.25
C -1.483607 -0.808082 8.424026 0.37 0.39 -0.15
C -0.802590 0.392639 8.695703 -0.01 -0.05 -0.24
H -4.086496 -3.273160 1.964597 0.21 0.30 0.04
H -8.762552 -3.097561 0.186180 0.19 0.26 0.04
C -1.336153 1.215394 6.480798 0.01 -0.30 0.04
H -3.375357 -3.699087 -1.278374 -0.14 -0.04 -0.05
C -0.873327 -2.508703 2.870685 -0.02 0.40 -0.48
H -3.982192 1.504354 5.423756 0.11 -0.10 -0.29
C -3.601801 -4.702914 -0.932268 -2.03 0.43 0.00
H -7.280255 -6.140821 0.312536 0.31 -0.21 0.22
H 5.796677 -7.435566 0.209455 0.05 0.38 -0.22
C 5.620390 -3.627993 -0.582660 -0.33 -0.19 0.26
C -3.517359 -1.687217 3.309268 -0.02 -0.31 -0.07
C -3.269002 -2.734001 2.447383 0.00 0.16 0.14
H 7.545221 -3.485003 0.365459 -0.17 -0.22 -0.17
H 4.512054 -2.900963 -2.884762 -0.20 0.05 0.13
H -0.145625 2.311203 7.903930 -0.29 -0.42 -0.03
C -0.463936 -4.167414 0.378965 0.21 0.14 -0.32
C 5.753598 -6.366022 -0.013849 0.05 0.40 -0.25
H -7.709513 -1.744211 0.652059 -0.11 -0.16 -0.09
H -5.209639 -2.388853 -1.535429 -0.17 0.07 -0.06
C -1.708886 -4.116348 1.122866 0.95 -0.43 1.65
H -2.004930 -6.818754 0.290955 -0.04 -0.12 -0.12
H -2.795756 1.798116 4.107564 -0.30 -0.09 0.06
N -5.890946 -4.061784 -0.455847 -0.29 -0.55 0.12
H -6.130407 -3.214879 1.469654 -0.13 -0.05 -0.17
C -6.397867 -6.712152 0.598513 0.12 0.01 0.37
C -2.773138 -7.016131 -0.472100 0.99 0.59 -0.49
H -1.308229 2.014357 5.735363 0.01 -0.30 0.27
```
Positions in Å, forces in eV/Å.

These are the Löwdin partial charges, in e, on atoms 1 to 4: 0.13, -0.07, 0.02, -0.15